1.
ORCA calculation (ωB97M-V/def2-TZVPD) on a structure of composition C5H6N in a non-equilibrium geometry.

As for the energy above the lowest of the compared OMol25 structures with the same formula, charge and spin: 162.79 kcal per mole. The largest force on an atom is 4.260 eV/Å. The LUMO energy (alpha / beta) comes out at -6.06 / -5.69 eV. For the gap between HOMO and LUMO (alpha / beta), the calculation gives 7.62 / 8.48 eV. As for the total charge: +1.

Each line ends with the natural charge from an NBO analysis.
Atoms and positions in Å:
C -2.577 0.181 -0.161  0.1149
C -0.382 0.948 0.313  0.1944
C -0.359 -1.094 0.149  0.1156
C -1.473 -0.126 0.352  -0.2402
C 1.924 -0.114 0.049  -0.4248
N 0.549 -0.053 0.167  -0.2495
H -3.561 0.560 -0.329  0.2618
H -0.411 1.962 -0.031  0.2603
H -0.426 -1.735 -0.639  0.2235
H 2.290 0.537 -0.689  0.2474
H 2.422 0.103 1.011  0.2592
H 2.006 -1.170 -0.191  0.2373

Atoms 1-2, force components in eV/Å:
-2.3 -0.3 -0.1
0.6 -3.2 0.1

---

2.
ORCA calculation (ωB97M-V/def2-TZVPD) on a cluster of 2 separate species, C5H6N in total in a non-equilibrium geometry.

As for the energy above the lowest of the compared OMol25 structures with the same formula, charge and spin: 218.90 kcal per mole. The largest force on an atom is 4.568 eV/Å. The LUMO energy (alpha / beta) comes out at -7.81 / -7.79 eV. For the gap between HOMO and LUMO (alpha / beta), the calculation gives 7.13 / 7.15 eV. As for the total charge: +1.

Each line ends with the natural charge from an NBO analysis.
Atoms and positions in Å:
C 1.928 -0.635 -0.112  0.0807
C -2.720 -0.023 0.074  0.1465
C 0.706 1.123 0.318  -0.4104
C 0.585 -1.167 -0.144  -0.3470
C -0.144 -0.075 0.149  0.3619
N 1.941 0.635 0.190  -0.2732
H 2.873 -1.173 -0.217  0.2480
H -3.513 0.804 -0.139  0.1937
H -2.924 -1.023 -0.327  0.1443
H 0.510 1.753 -0.580  0.3062
H 0.557 1.861 1.053  0.2919
H 0.202 -2.079 -0.266  0.2575

Atoms 1-2, force components in eV/Å:
0.6 0.8 0.7
1.8 1.0 -1.4

---

3.
ORCA calculation (ωB97M-V/def2-TZVPD) on the ion C5H6N with charge +1 in a non-equilibrium geometry.

As for the energy above the lowest of the compared OMol25 structures with the same formula, charge and spin: 186.53 kcal per mole. The largest force on an atom is 5.342 eV/Å. The LUMO energy comes out at -6.89 eV. For the gap between HOMO and LUMO, the calculation gives 8.29 eV. As for the total charge: +1.

Each line ends with the natural charge from an NBO analysis.
Atoms and positions in Å:
C 2.234 0.897 -0.497  0.1899
C 1.936 -0.256 -0.035  -0.3599
C -1.128 0.500 0.719  -0.2230
C 1.237 -1.333 0.077  0.1076
C -0.527 -0.652 -0.066  -0.0836
N -0.540 0.699 -0.604  -0.5628
H -2.132 0.801 0.820  0.2588
H -0.501 1.099 1.405  0.2434
H 1.406 -2.205 0.648  0.2670
H -1.320 -1.480 -0.366  0.2893
H -1.211 0.863 -1.300  0.4378
H 0.548 1.067 -0.799  0.4355

Atoms 1-2, force components in eV/Å:
0.5 0.7 -0.2
1.0 -0.1 -0.8

---

4.
ORCA calculation (ωB97M-V/def2-TZVPD) on a cluster of 2 separate species, C5H6N in total in a non-equilibrium geometry.

As for the energy above the lowest of the compared OMol25 structures with the same formula, charge and spin: 93.99 kcal per mole. The largest force on an atom is 3.951 eV/Å. As for the spin multiplicity: 3. The LUMO energy (alpha / beta) comes out at -3.75 / -7.45 eV. For the gap between HOMO and LUMO (alpha / beta), the calculation gives 7.02 / 9.05 eV. As for the total charge: +1.

Each line ends with the natural charge from an NBO analysis.
Atoms and positions in Å:
C -1.101 -0.096 -0.447  -0.1537
C -1.745 0.977 0.177  -0.1759
C 1.129 -1.316 1.178  0.1888
C 0.306 0.131 -0.080  -0.1064
C -0.492 1.464 -0.180  -0.0319
N 2.268 -1.616 1.058  -0.4363
H -1.505 -0.714 -1.234  0.2625
H -0.192 2.358 -0.695  0.2692
H 0.311 -1.667 1.768  0.2401
H 1.053 -0.009 -0.864  0.2417
H -2.731 1.340 0.364  0.2704
H 3.061 -1.289 0.530  0.4315

Atoms 1-2, force components in eV/Å:
1.9 -1.5 -0.7
-1.5 1.5 2.4

---

5.
ORCA calculation (ωB97M-V/def2-TZVPD) on a structure of composition C5H6N2 in a non-equilibrium geometry.

As for the energy above the lowest of the compared OMol25 structures with the same formula, charge and spin: 163.87 kcal per mole. The largest force on an atom is 4.929 eV/Å. The LUMO energy (alpha / beta) comes out at -0.23 / -0.23 eV. For the gap between HOMO and LUMO (alpha / beta), the calculation gives 8.88 / 8.88 eV.

Each line ends with the natural charge from an NBO analysis.
Atoms and positions in Å:
N 2.581 -1.112 1.011  -0.2474
C 1.655 -0.418 1.013  0.2338
C 0.806 0.587 0.474  -0.1399
C 0.320 0.556 -0.962  -0.4334
C -1.087 0.348 -0.507  -0.1586
C -1.362 -0.932 0.106  -0.1785
N -0.945 0.149 0.980  -0.3728
H 1.115 1.569 0.839  0.2534
H 0.725 -0.242 -1.582  0.2374
H 0.418 1.518 -1.457  0.2297
H -1.920 1.006 -0.692  0.2180
H 0.101 -1.761 0.547  0.1161
H -2.408 -1.267 0.231  0.2422

Atoms 1-2, force components in eV/Å:
-0.5 -0.2 0.8
1.6 -0.5 -1.5

---

6.
ORCA calculation (ωB97M-V/def2-TZVPD) on the molecule C5H6N2 in a non-equilibrium geometry.

As for the energy above the lowest of the compared OMol25 structures with the same formula, charge and spin: 71.96 kcal per mole. The largest force on an atom is 5.589 eV/Å. The LUMO energy comes out at 0.69 eV. The structure (SMILES) is C#C[C@H](C#N)CN. For the gap between HOMO and LUMO, the calculation gives 10.81 eV.

Each line ends with the natural charge from an NBO analysis.
Atoms and positions in Å:
C -0.176 -2.765 0.466  -0.2001
C -0.233 -1.537 0.468  0.0035
C -0.354 -0.103 0.557  -0.4325
C -1.439 0.271 -0.313  0.3010
N -2.091 0.779 -1.106  -0.3186
C 0.953 0.716 0.139  -0.1919
N 0.912 1.550 -1.067  -0.7991
H -0.412 -3.714 0.727  0.2271
H -0.720 0.062 1.562  0.2727
H 1.089 1.272 1.051  0.2029
H 1.805 -0.038 0.092  0.2110
H 0.246 1.104 -1.701  0.3654
H 0.420 2.403 -0.875  0.3585

Atoms 1-2, force components in eV/Å:
-0.1 5.6 -0.1
0.6 -4.2 0.0

---

7.
ORCA calculation (ωB97M-V/def2-TZVPD) on a structure of composition C5H6N2 in a non-equilibrium geometry.

As for the energy above the lowest of the compared OMol25 structures with the same formula, charge and spin: 95.09 kcal per mole. The largest force on an atom is 4.254 eV/Å. The LUMO energy comes out at 1.07 eV. For the gap between HOMO and LUMO, the calculation gives 9.15 eV.

Each line ends with the natural charge from an NBO analysis.
Atoms and positions in Å:
C 1.059 -1.301 -0.345  -0.2867
C -0.096 -1.433 -0.948  -0.0076
C -1.188 1.098 0.420  0.0871
C 0.156 0.863 0.955  -0.5264
C 0.848 0.200 -0.194  -0.0882
N -1.483 0.619 -0.698  -0.2302
N -0.419 -0.073 -1.122  -0.2774
H 1.885 -1.923 -0.006  0.2250
H -0.652 -2.148 -1.585  0.2139
H -2.003 1.645 0.971  0.1954
H 0.507 1.606 1.697  0.2471
H -0.070 -0.069 1.546  0.2401
H 1.455 0.917 -0.691  0.2080

Atoms 1-2, force components in eV/Å:
1.6 0.5 1.9
-2.3 -1.0 -2.5

---

8.
ORCA calculation (ωB97M-V/def2-TZVPD) on a cluster of 2 separate species, C5H6N2 in total in a non-equilibrium geometry.

As for the energy above the lowest of the compared OMol25 structures with the same formula, charge and spin: 64.86 kcal per mole. The largest force on an atom is 4.645 eV/Å. The LUMO energy comes out at 0.75 eV. For the gap between HOMO and LUMO, the calculation gives 9.47 eV.

Each line ends with the natural charge from an NBO analysis.
Atoms and positions in Å:
C 1.893 0.126 0.283  -0.2746
C 1.254 1.345 0.657  -0.2895
C 0.913 -0.760 -0.073  -0.0491
C -0.108 1.132 0.547  -0.0218
C -1.494 -0.590 -0.480  0.4412
N -1.658 -1.729 -0.958  -0.6915
N -0.344 -0.136 0.021  -0.4551
H 3.008 -0.059 0.293  0.2341
H 1.771 2.166 0.996  0.2230
H 0.985 -1.838 -0.416  0.2412
H -1.045 1.699 0.755  0.2228
H -2.599 0.606 -0.403  0.0499
H -2.575 -1.963 -1.221  0.3693

Atoms 1-2, force components in eV/Å:
0.7 -0.7 -0.2
-2.1 -2.0 -0.4

---

9.
ORCA calculation (ωB97M-V/def2-TZVPD) on the ion C5H6N2 with charge +2 in a non-equilibrium geometry.

As for the energy above the lowest of the compared OMol25 structures with the same formula, charge and spin: 30.92 kcal per mole. The largest force on an atom is 3.017 eV/Å. The LUMO energy (alpha / beta) comes out at -11.58 / -11.44 eV. For the gap between HOMO and LUMO (alpha / beta), the calculation gives 7.27 / 7.25 eV. As for the total charge: +2.

Each line ends with the natural charge from an NBO analysis.
Atoms and positions in Å:
C 3.428 0.325 -0.092  0.5103
C 1.034 -0.001 0.079  0.4009
C -1.881 1.222 0.126  0.1734
C -1.073 -1.142 -0.549  -0.1326
C -0.128 -0.577 0.595  -0.2082
N 2.294 0.211 0.220  -0.3448
N -1.340 0.101 0.019  -0.2294
H 4.518 0.379 -0.286  0.3464
H -1.235 2.046 0.657  0.2713
H -2.743 1.454 -0.546  0.2839
H -0.897 -1.203 -1.650  0.3127
H -1.631 -2.022 -0.218  0.3054
H -0.347 -0.793 1.644  0.3108

Atoms 1-2, force components in eV/Å:
-0.3 0.0 0.6
0.9 1.0 -0.6

---

10.
ORCA calculation (ωB97M-V/def2-TZVPD) on the molecule C5H6N2O in a non-equilibrium geometry.

As for the energy above the lowest of the compared OMol25 structures with the same formula, charge and spin: 40.47 kcal per mole. The largest force on an atom is 3.530 eV/Å. The LUMO energy comes out at 0.63 eV. The structure (SMILES) is C=Cn1nccc1O. For the gap between HOMO and LUMO, the calculation gives 9.45 eV.

Each line ends with the natural charge from an NBO analysis.
Atoms and positions in Å:
C -2.333 -0.255 -0.208  -0.4046
C -1.350 -0.982 0.253  -0.0213
N 0.002 -0.572 -0.029  -0.2387
N 1.084 -1.470 -0.124  -0.2719
C 2.154 -0.649 -0.114  -0.0177
C 1.805 0.720 0.088  -0.4565
C 0.426 0.728 0.028  0.4671
O -0.448 1.732 -0.058  -0.6473
H -3.366 -0.694 -0.012  0.2091
H -2.191 0.600 -0.791  0.2176
H -1.532 -1.918 0.740  0.2221
H 3.095 -1.098 -0.355  0.2096
H 2.632 1.399 0.241  0.2384
H 0.024 2.458 0.342  0.4944

Atoms 1-2, force components in eV/Å:
-2.9 -1.9 0.8
1.6 0.2 -1.1